No. 1
{
  "formula": "C4H23NO9",
  "method": "wB97M-V/def2-TZVPD",
  "elements": ["O", "C", "N", "C", "C", "C", "O", "H", "H", "H", "H", "H", "H", "H", "H", "H", "O", "H", "H", "O", "H", "H", "O", "H", "H", "O", "H", "H", "O", "H", "H", "O", "H", "H", "O", "H", "H"],
  "coordinates": [[0.071, -2.143, 0.017], [-0.983, -1.478, 0.231], [-1.026, -0.271, -0.317], [-2.238, 0.615, -0.322], [-2.077, 1.758, 0.750], [-1.238, 2.900, 0.384], [-0.560, 3.155, 1.633], [-1.804, -1.887, 0.865], [-0.434, -0.117, -1.114], [-2.306, 1.065, -1.354], [-3.210, 0.042, -0.230], [-1.464, 1.183, 1.623], [-2.977, 2.102, 1.275], [-0.504, 2.736, -0.386], [-1.873, 3.785, 0.341], [0.277, 2.661, 1.629], [1.493, -2.299, -2.311], [1.196, -3.078, -2.606], [1.317, -2.321, -1.448], [1.745, -0.494, 1.804], [0.942, -0.728, 1.190], [2.391, -0.294, 1.103], [0.419, -2.798, 2.630], [0.390, -2.801, 1.618], [1.384, -2.630, 2.754], [3.456, -0.849, -0.088], [3.116, -1.009, -1.070], [2.909, -1.608, 0.181], [-1.102, -0.764, 2.943], [-1.144, -1.620, 3.247], [-0.315, -0.432, 3.323], [-0.733, 2.286, -3.013], [-0.428, 3.146, -2.760], [0.121, 2.038, -3.449], [1.557, 0.348, -2.777], [1.643, -0.620, -2.667], [1.988, 0.419, -3.629]],
  "atomic_forces_ev_per_a": [[-1.2, -0.2, 0.5], [1.7, -0.6, -0.7], [-2.8, 0.8, -0.2], [-0.9, 0.8, -0.5], [0.4, -4.5, 1.6], [0.4, 1.1, 2.3], [1.5, 0.9, 0.0], [0.5, 0.7, -0.5], [0.6, 0.0, 0.0], [0.3, -0.5, 1.0], [1.3, 0.3, 0.3], [-1.6, 1.3, -2.0], [-0.1, -0.4, -0.6], [-0.1, 0.1, -0.7], [0.3, 0.1, -1.2], [-0.4, 0.2, 0.1], [3.1, 4.1, -3.5], [-1.6, -4.5, -2.2], [-1.6, 0.2, 5.8], [-2.3, -0.3, -1.8], [2.1, 0.6, 2.1], [0.1, 0.5, 0.5], [1.6, -0.9, -1.5], [-0.2, 0.0, 1.7], [-1.1, 0.0, 0.2], [-1.6, -1.7, -4.0], [1.7, 1.5, 2.3], [0.6, -0.1, 1.1], [-1.8, 3.1, -1.4], [0.1, -3.2, 1.0], [1.4, 0.6, 0.5], [1.5, -0.6, -1.0], [-0.5, 1.3, 0.7], [-1.2, -0.7, 0.4], [0.3, -0.5, -0.1], [-0.5, 0.1, 0.2], [0.2, 0.5, -0.4]],
  "total_energy_ha": -898.04317,
  "total_charge": 0,
  "gap_ev": 10.0,
  "smiles": "O=CNCCCO.O.O.O.O.O.O.O",
  "lumo_energy_ev": 0.18,
  "de_lowest_ev": 4.350
}



No. 2
{
  "formula": "C3H8N2O",
  "method": "wB97M-V/def2-TZVPD",
  "elements": ["H", "N", "C", "N", "H", "H", "H", "C", "C", "O", "H", "H", "H", "H"],
  "coordinates": [[2.567, -0.579, 0.485], [1.648, -0.583, 0.051], [1.255, -1.644, -0.518], [0.207, -1.634, -1.384], [1.591, -2.658, -0.265], [-0.397, -2.437, -1.370], [-0.205, -0.734, -1.578], [-0.582, 1.947, 0.443], [-1.442, 0.857, 1.000], [-1.809, -0.108, 0.380], [-0.724, 2.026, -0.644], [0.467, 1.653, 0.488], [-0.821, 2.927, 0.855], [-1.755, 0.969, 2.057]],
  "atomic_forces_ev_per_a": [[-0.3, -0.7, 0.2], [0.6, 1.2, -0.6], [-0.5, -0.3, 0.8], [0.3, -0.2, -0.2], [0.3, 0.1, -0.3], [-0.1, 0.1, -0.2], [-0.2, -0.1, 0.3], [-0.2, 0.1, -1.2], [0.0, 0.1, 0.1], [0.0, 0.0, -0.1], [-0.3, -0.2, 0.2], [0.1, 0.1, 0.6], [0.3, -0.1, 0.4], [0.1, 0.0, 0.0]],
  "total_energy_ha": -303.83294,
  "total_charge": 0,
  "gap_ev": 10.3,
  "smiles": "[H]/N=C/N.CC=O",
  "lumo_energy_ev": 1.14,
  "de_lowest_ev": 1.611
}



No. 3
{
  "formula": "C24H26BrCl3F5NO7PScSeSiTe",
  "method": "wB97M-V/def2-TZVPD",
  "elements": ["Sc", "Br", "C", "C", "C", "C", "C", "N", "C", "O", "O", "H", "H", "H", "C", "O", "C", "C", "C", "C", "C", "C", "O", "C", "O", "C", "H", "H", "H", "H", "H", "H", "H", "H", "H", "F", "Te", "F", "F", "F", "F", "O", "Cl", "Si", "Cl", "Cl", "Se", "C", "C", "C", "C", "C", "C", "H", "H", "H", "H", "H", "C", "P", "C", "C", "O", "H", "H", "H", "H", "H", "H", "H", "H", "H"],
  "coordinates": [[-0.276, 0.337, -0.567], [2.277, -1.981, 3.402], [0.405, -2.380, 3.291], [-0.106, -3.370, 4.115], [-1.458, -3.637, 3.998], [-2.213, -2.935, 3.072], [-1.593, -1.974, 2.281], [-0.292, -1.703, 2.415], [-2.458, -1.267, 1.210], [-3.671, -1.309, 1.410], [-1.877, -0.768, 0.197], [0.534, -3.901, 4.806], [-1.917, -4.394, 4.623], [-3.271, -3.105, 2.933], [3.688, -6.549, -0.750], [3.225, -5.424, -0.041], [2.209, -4.696, -0.612], [1.451, -5.184, -1.695], [0.478, -4.360, -2.214], [0.226, -3.073, -1.724], [-0.714, -2.192, -2.394], [-1.803, -2.730, -3.292], [-0.701, -0.972, -2.250], [0.982, -2.593, -0.596], [0.790, -1.457, -0.057], [1.965, -3.467, -0.063], [4.602, -6.868, -0.252], [3.913, -6.302, -1.791], [2.967, -7.372, -0.727], [1.622, -6.161, -2.123], [-0.079, -4.718, -3.070], [-1.597, -3.700, -3.736], [-2.005, -1.993, -4.067], [-2.698, -2.810, -2.670], [2.580, -3.117, 0.754], [0.423, 2.052, -0.099], [1.665, 0.938, 1.831], [3.234, 1.189, 2.865], [1.017, 0.715, 3.678], [1.235, 2.709, 2.419], [2.780, 2.098, 0.742], [1.616, 0.438, -1.715], [3.941, -0.470, 0.285], [3.131, 0.115, -1.578], [4.404, 1.571, -2.332], [3.656, -1.578, -2.724], [-2.531, 1.612, -1.510], [-2.265, 3.081, -2.695], [-1.888, 2.861, -4.026], [-1.779, 3.909, -4.930], [-2.036, 5.216, -4.530], [-2.388, 5.455, -3.208], [-2.505, 4.402, -2.307], [-1.680, 1.846, -4.340], [-1.491, 3.704, -5.955], [-1.950, 6.036, -5.233], [-2.575, 6.470, -2.873], [-2.797, 4.603, -1.284], [-1.305, 3.797, 1.392], [-1.531, 2.301, 2.329], [-1.221, 2.653, 4.058], [-3.287, 1.945, 2.257], [-0.803, 1.063, 1.832], [-1.932, 4.581, 1.827], [-1.615, 3.580, 0.369], [-0.257, 4.083, 1.397], [-1.904, 3.439, 4.388], [-0.183, 2.942, 4.197], [-1.401, 1.736, 4.620], [-3.885, 2.775, 2.640], [-3.479, 1.043, 2.842], [-3.549, 1.729, 1.219]],
  "atomic_forces_ev_per_a": [[0.0, -0.8, -1.0], [0.0, -0.3, 0.1], [-0.1, 0.1, -0.2], [0.1, 0.0, 0.1], [0.0, 0.0, 0.0], [0.0, 0.0, 0.0], [0.1, 0.0, -0.1], [0.0, 0.0, 0.0], [0.2, 0.0, -0.1], [0.0, 0.0, 0.0], [-0.3, -0.4, 0.5], [0.0, 0.0, 0.0], [0.0, 0.0, 0.0], [0.0, 0.0, 0.0], [0.0, 0.0, 0.0], [0.0, 0.0, 0.0], [-0.1, -0.1, 0.0], [0.0, 0.1, 0.0], [0.1, 0.0, 0.0], [-0.1, 0.0, 0.0], [0.2, -0.1, 0.0], [0.0, 0.0, -0.1], [-0.2, 0.0, -0.2], [-0.1, 0.0, 0.0], [0.1, 0.1, 0.0], [0.1, 0.0, 0.0], [0.0, 0.0, 0.0], [0.0, 0.0, 0.0], [0.0, 0.0, 0.0], [0.0, 0.0, 0.0], [0.0, 0.0, 0.0], [0.0, 0.0, 0.0], [0.0, 0.0, 0.0], [0.0, 0.0, 0.0], [0.0, 0.0, 0.0], [0.1, 0.3, 0.2], [0.6, 3.1, 1.6], [0.4, -0.8, 0.3], [-0.2, -0.6, 0.1], [-0.3, 0.0, -0.2], [0.1, -0.3, -0.6], [0.4, 0.0, 0.4], [0.1, -0.1, -0.5], [-0.3, -0.3, -0.3], [0.0, 0.0, 0.2], [0.0, 0.1, 0.0], [-0.5, 0.1, -0.1], [0.1, 0.1, -0.1], [0.0, 0.1, 0.0], [0.0, 0.0, 0.1], [0.0, 0.0, 0.0], [0.0, -0.1, 0.0], [0.0, 0.1, -0.1], [0.0, 0.0, 0.0], [0.0, 0.0, 0.0], [0.0, 0.0, 0.0], [0.0, 0.0, 0.0], [0.0, 0.0, 0.0], [0.1, 0.2, -0.1], [-0.2, -0.7, -0.3], [0.1, 0.0, 0.2], [-0.1, -0.1, 0.0], [-0.1, 0.3, 0.0], [0.0, 0.0, 0.0], [0.0, 0.0, 0.0], [0.0, 0.0, 0.0], [0.0, 0.0, 0.0], [0.0, 0.0, 0.0], [0.0, 0.0, 0.0], [0.0, 0.0, 0.0], [0.0, 0.0, 0.0], [0.0, 0.1, 0.0]],
  "total_energy_ha": -10027.19679,
  "total_charge": -2,
  "gap_ev": 6.3,
  "lumo_energy_ev": 4.16,
  "de_lowest_ev": 1.288
}



No. 4
{
  "formula": "C38H28N7PdS3SbSe",
  "method": "wB97M-V/def2-TZVPD",
  "elements": ["Pd", "N", "C", "C", "C", "C", "C", "C", "C", "N", "C", "C", "N", "C", "H", "H", "H", "H", "H", "H", "H", "C", "C", "C", "C", "C", "C", "Sb", "C", "C", "C", "C", "C", "C", "C", "C", "C", "C", "C", "C", "H", "H", "H", "H", "H", "H", "H", "H", "H", "H", "H", "H", "H", "H", "H", "Se", "C", "N", "N", "C", "H", "S", "C", "S", "C", "N", "N", "C", "C", "C", "C", "C", "C", "S", "H", "H", "H", "H", "H"],
  "coordinates": [[1.269, -1.661, 0.416], [10.721, 0.546, 4.139], [9.807, 0.349, 3.467], [8.665, 0.095, 2.611], [7.376, 0.369, 3.058], [6.288, 0.126, 2.241], [6.482, -0.379, 0.953], [7.775, -0.661, 0.511], [8.858, -0.428, 1.338], [5.391, -0.607, 0.116], [5.320, -1.466, -0.985], [4.062, -1.351, -1.463], [3.348, -0.423, -0.723], [4.155, -0.003, 0.194], [7.224, 0.756, 4.056], [5.287, 0.295, 2.609], [7.931, -1.044, -0.486], [9.860, -0.642, 0.991], [6.113, -2.144, -1.234], [3.593, -1.909, -2.258], [3.910, 0.732, 0.944], [0.999, 5.715, -0.590], [0.048, 5.279, 0.322], [-0.205, 3.920, 0.475], [0.478, 2.964, -0.281], [1.436, 3.426, -1.189], [1.694, 4.781, -1.348], [0.300, 0.790, 0.119], [-0.008, 0.393, -1.982], [-0.574, 1.298, -2.879], [-0.802, 0.947, -4.205], [-0.453, -0.320, -4.656], [0.130, -1.225, -3.780], [0.349, -0.866, -2.456], [-1.757, 0.965, 0.710], [-2.121, 0.423, 1.940], [-3.434, 0.501, 2.389], [-4.402, 1.112, 1.604], [-4.056, 1.646, 0.369], [-2.739, 1.575, -0.068], [1.195, 6.774, -0.713], [-0.505, 6.000, 0.913], [-0.960, 3.602, 1.187], [1.983, 2.709, -1.794], [2.436, 5.109, -2.067], [-0.843, 2.294, -2.546], [-1.260, 1.658, -4.883], [-0.642, -0.601, -5.686], [0.412, -2.221, -4.102], [0.791, -1.598, -1.784], [-1.378, -0.090, 2.542], [-3.703, 0.061, 3.342], [-5.432, 1.145, 1.937], [-4.814, 2.087, -0.267], [-2.486, 1.983, -1.040], [2.426, -4.035, 0.355], [2.360, -4.144, -1.486], [2.322, -4.216, -2.643], [0.397, -2.278, 3.140], [1.311, -1.664, 2.690], [-0.390, -2.812, 2.783], [-5.699, -0.353, -2.602], [-4.706, -1.178, -1.511], [-3.026, -1.400, -1.763], [-2.831, -2.178, -0.202], [-3.973, -2.312, 0.422], [-5.008, -1.762, -0.339], [-6.291, -1.850, 0.263], [-7.444, -1.930, -0.504], [-8.680, -2.028, 0.122], [-8.777, -2.056, 1.505], [-7.615, -1.993, 2.264], [-6.376, -1.893, 1.653], [-1.295, -2.705, 0.337], [-7.370, -1.903, -1.582], [-9.573, -2.087, -0.487], [-9.744, -2.128, 1.985], [-7.668, -2.024, 3.346], [-5.463, -1.861, 2.226]],
  "atomic_forces_ev_per_a": [[0.0, -0.1, 0.9], [-0.1, 0.0, -0.1], [-0.3, -0.1, -0.2], [0.5, 0.1, 0.4], [-0.2, 0.0, 0.0], [0.1, 0.0, 0.1], [-0.1, -0.1, -0.1], [0.1, 0.1, 0.1], [0.0, -0.1, -0.2], [0.0, 0.0, -0.1], [0.0, 0.1, 0.3], [-0.1, 0.1, -0.1], [0.2, 0.1, -0.5], [0.1, 0.0, 0.2], [0.0, 0.0, 0.0], [0.0, 0.0, 0.0], [0.0, 0.0, 0.0], [0.0, 0.0, 0.0], [0.1, 0.0, 0.0], [0.0, 0.0, 0.0], [0.0, 0.0, 0.0], [0.0, 0.0, 0.0], [0.0, 0.0, 0.0], [0.0, -0.1, -0.1], [0.1, 0.1, 0.2], [0.0, -0.1, 0.0], [0.0, 0.0, 0.0], [-0.1, 0.2, -0.4], [-0.1, 0.1, 0.0], [0.0, 0.0, 0.0], [0.0, 0.0, 0.1], [0.0, 0.0, 0.0], [0.0, 0.0, 0.0], [0.0, 0.0, -0.2], [-0.1, 0.0, 0.0], [0.0, 0.0, 0.0], [0.0, 0.0, -0.1], [0.0, 0.0, 0.0], [0.0, 0.0, 0.0], [0.0, 0.0, 0.0], [0.0, 0.0, 0.0], [0.0, 0.0, 0.0], [0.0, 0.0, 0.0], [0.0, 0.0, 0.0], [0.0, 0.0, 0.0], [0.0, 0.0, 0.0], [0.0, 0.0, 0.0], [0.0, 0.0, 0.0], [0.0, 0.0, 0.0], [0.0, 0.0, 0.0], [0.0, 0.0, 0.0], [0.0, 0.0, 0.0], [0.0, 0.0, 0.0], [0.0, 0.0, 0.0], [0.0, 0.0, 0.0], [0.1, 0.0, -0.5], [0.0, -0.2, 0.5], [0.1, 0.1, -0.2], [0.0, -0.1, 0.3], [0.0, 0.0, -0.3], [0.0, 0.1, -0.2], [0.2, 0.0, 0.1], [-0.2, 0.0, -0.2], [0.3, 0.2, -0.2], [0.1, -0.2, 0.3], [0.1, 0.2, -0.3], [-0.2, -0.1, 0.4], [0.1, 0.1, 0.0], [-0.2, -0.1, -0.1], [0.0, 0.0, 0.0], [0.1, 0.0, 0.0], [0.0, 0.0, 0.0], [0.0, 0.0, 0.0], [-0.3, 0.0, -0.1], [0.0, 0.0, 0.1], [0.0, 0.0, 0.0], [0.0, 0.0, 0.0], [0.0, 0.0, 0.0], [0.0, 0.0, 0.0]],
  "total_energy_ha": -5812.29863,
  "total_charge": -2,
  "gap_ev": 4.5,
  "lumo_energy_ev": 3.50,
  "de_lowest_ev": 0.429
}